{
  "formula": "C5H14NO3",
  "method": "ωB97M-V/def2-TZVPD",
  "spin_multiplicity": 1,
  "molar_mass_g_mol": 136.17,
  "relative_energy_kcal_mol": 200.7,
  "total_charge": 1,
  "lumo_energy_ev": -7.12,
  "energy_ha": -478.8610,
  "symbols": ["C", "C", "C", "C", "C", "N", "O", "O", "O", "H", "H", "H", "H", "H", "H", "H", "H", "H", "H", "H", "H", "H", "H"],
  "coordinates": [[-3.512, 2.419, -2.245], [2.010, 1.198, -0.241], [-1.229, -1.302, -0.319], [2.733, -2.680, 2.228], [-3.489, 2.149, -1.001], [-0.211, 0.930, -0.385], [0.952, 0.316, -0.292], [-1.238, 0.100, -0.522], [2.823, -1.295, 2.225], [-2.570, 2.492, -2.791], [3.712, -1.131, 1.936], [-4.394, 2.690, -2.935], [1.690, 2.214, -0.231], [2.672, 1.069, -1.173], [2.464, 1.058, 0.667], [-2.270, -1.695, -0.560], [-0.842, -1.651, 0.703], [-0.503, -1.775, -0.986], [1.653, -2.986, 2.153], [3.083, -3.132, 3.193], [3.326, -3.039, 1.362], [-4.313, 2.069, -0.322], [-2.544, 1.982, -0.465]],
  "atomic_forces_ev_per_a": [[-0.8, 1.4, -4.9], [2.2, 1.9, -2.9], [0.6, -3.0, 0.5], [-0.6, -1.9, 0.3], [0.6, -0.8, 3.8], [-0.3, -3.6, -0.7], [-5.1, -0.9, -0.4], [2.4, 3.2, 1.0], [-0.4, 1.3, 0.0], [-0.1, 0.0, 0.1], [0.6, 0.6, 0.1], [1.2, -0.7, 1.6], [-0.7, 0.8, -0.2], [-0.9, -0.2, 1.6], [1.6, -0.8, 2.0], [1.4, 1.0, 0.5], [-0.9, 1.2, -1.1], [-0.2, 0.2, -0.3], [1.0, 0.3, -0.2], [0.0, 0.3, -0.8], [-0.6, -0.5, 0.6], [-0.7, 0.1, -0.1], [-0.4, 0.2, -0.5]],
  "nbo_charge": [-0.37, -0.29, -0.34, -0.25, -0.39, 0.51, -0.18, -0.17, -0.73, 0.18, 0.47, 0.22, 0.23, 0.25, 0.24, 0.27, 0.26, 0.23, 0.17, 0.18, 0.17, 0.20, 0.16]
}

=====

{
  "formula": "C5H14NO7P2SbSe4W",
  "method": "ωB97M-V/def2-TZVPD",
  "spin_multiplicity": 1,
  "molar_mass_g_mol": 883.56,
  "relative_energy_kcal_mol": 100.6,
  "lumo_energy_ev": [-2.93, -2.94],
  "energy_ha": -11376.0957,
  "symbols": ["W", "N", "C", "C", "P", "O", "O", "O", "P", "O", "O", "O", "H", "H", "H", "H", "H", "H", "H", "H", "Se", "Sb", "Se", "Se", "Se", "C", "O", "C", "C", "H", "H", "H", "H", "H", "H"],
  "coordinates": [[0.843, -0.261, 0.271], [-3.551, 0.129, -1.260], [-2.102, -0.037, -1.634], [-1.951, 0.110, -3.153], [-1.273, -1.619, -1.186], [-1.376, -1.603, 0.456], [-1.889, -2.827, -1.739], [0.183, -1.234, -1.407], [-1.306, 1.480, -0.848], [-1.176, 1.018, 0.743], [-2.443, 2.455, -0.901], [0.082, 1.700, -1.297], [-4.177, -0.157, -2.013], [-3.586, 1.174, -1.092], [-3.805, -0.369, -0.407], [-2.425, -0.730, -3.666], [-0.895, 0.105, -3.418], [-2.376, 1.053, -3.502], [-1.702, -2.451, 0.783], [-1.620, 1.673, 1.301], [6.205, -1.920, -1.116], [5.172, 0.250, -1.629], [5.085, 0.531, -4.010], [6.346, 1.905, -0.343], [2.742, 0.063, -0.746], [-0.408, -0.187, 3.370], [0.422, -0.721, 2.342], [1.629, 0.110, 1.996], [2.606, 0.129, 3.092], [-0.425, 0.905, 3.332], [-0.018, -0.503, 4.337], [-1.415, -0.580, 3.239], [2.165, 0.493, 4.023], [3.431, 0.790, 2.824], [3.004, -0.876, 3.260]],
  "atomic_forces_ev_per_a": [[1.8, 2.7, 1.4], [0.1, -0.2, 0.0], [0.9, 0.1, -0.1], [-0.1, 0.0, -0.1], [-1.1, -0.7, -0.5], [-0.3, -0.1, -0.3], [-0.1, 0.4, 0.0], [-1.0, -1.1, -0.3], [-2.0, 0.8, 0.1], [-0.2, 0.0, -0.5], [0.4, -0.3, 0.0], [0.8, -0.9, 0.7], [0.0, -0.1, 0.0], [-0.2, 0.1, -0.1], [0.0, 0.0, 0.0], [0.0, 0.0, 0.0], [0.0, 0.0, 0.0], [0.0, 0.0, 0.0], [0.1, -0.1, 0.1], [0.2, 0.0, 0.1], [-1.1, 0.3, 0.2], [4.5, -0.4, -1.3], [-0.7, 0.1, 0.3], [-0.8, 0.2, 0.2], [-0.7, 0.0, 0.1], [-0.4, 0.0, 0.2], [0.6, 0.0, 0.4], [-1.3, -1.2, -0.3], [0.4, 0.5, -0.2], [0.0, 0.0, -0.1], [0.0, 0.0, 0.0], [0.0, 0.0, 0.0], [0.0, 0.0, 0.0], [0.1, -0.1, 0.0], [-0.1, 0.0, 0.0]],
  "nbo_charge": [1.16, -0.71, -0.64, -0.66, 2.36, -1.03, -1.06, -1.07, 2.35, -1.03, -1.12, -1.01, 0.44, 0.48, 0.43, 0.24, 0.28, 0.24, 0.54, 0.55, -0.60, 0.86, -0.59, -0.62, 0.28, -0.25, -0.61, 0.15, -0.74, 0.19, 0.21, 0.20, 0.24, 0.28, 0.26]
}

=====

{
  "formula": "C5H14NOS",
  "method": "ωB97M-V/def2-TZVPD",
  "spin_multiplicity": 1,
  "molar_mass_g_mol": 136.24,
  "relative_energy_kcal_mol": 9.3,
  "total_charge": -1,
  "lumo_energy_ev": 3.91,
  "energy_ha": -727.1166,
  "symbols": ["C", "N", "C", "C", "S", "C", "C", "H", "H", "H", "H", "H", "H", "H", "H", "H", "H", "H", "H", "H", "H", "O"],
  "coordinates": [[-0.228, 0.967, 1.465], [1.008, 0.954, 0.701], [1.704, -0.329, 0.563], [2.195, -0.635, -0.828], [0.847, -0.664, -2.096], [-1.468, 1.542, 0.749], [-1.991, 0.794, -0.462], [-0.151, 1.631, 2.337], [-0.461, -0.050, 1.796], [0.844, 1.327, -0.227], [1.101, -1.109, 1.023], [2.584, -0.231, 1.224], [2.942, 0.096, -1.149], [2.702, -1.599, -0.897], [-1.165, 2.555, 0.439], [-2.242, 1.682, 1.511], [-2.932, 1.171, -0.839], [-1.287, 0.894, -1.288], [-2.100, -0.270, -0.273], [-0.948, -3.364, -1.820], [-0.166, -2.295, -1.011], [-0.788, -3.065, -0.919]],
  "atomic_forces_ev_per_a": [[-0.6, 0.1, -0.2], [-0.3, 0.3, -0.6], [0.8, 0.7, 1.2], [-0.5, -0.1, -1.2], [0.4, 0.1, 0.2], [0.4, 0.4, -0.1], [0.5, -0.1, -0.3], [0.3, -0.3, 0.3], [0.0, 0.0, 0.2], [-0.1, -0.2, -0.1], [-0.2, -0.4, -0.4], [0.1, -0.4, -0.1], [0.0, 0.2, 0.2], [0.0, 0.0, 0.5], [-0.2, 0.0, 0.0], [0.0, -0.1, 0.0], [-0.5, 0.3, 0.2], [0.1, -0.3, 0.1], [0.0, -0.2, 0.0], [0.2, 0.3, 0.1], [-0.4, -0.2, -0.6], [-0.1, -0.3, 0.5]],
  "nbo_charge": [-0.19, -0.66, -0.22, -0.52, -0.71, -0.39, -0.64, 0.15, 0.17, 0.38, 0.17, 0.15, 0.18, 0.20, 0.18, 0.18, 0.18, 0.25, 0.22, 0.46, 0.49, -1.02]
}

=====

{
  "formula": "C5H14NS",
  "method": "ωB97M-V/def2-TZVPD",
  "spin_multiplicity": 1,
  "molar_mass_g_mol": 120.24,
  "relative_energy_kcal_mol": 6.5,
  "total_charge": -1,
  "lumo_energy_ev": 4.03,
  "energy_ha": -651.8637,
  "symbols": ["C", "C", "N", "H", "H", "H", "H", "H", "H", "H", "C", "C", "C", "S", "H", "H", "H", "H", "H", "H", "H"],
  "coordinates": [[-0.484, -0.201, 2.641], [0.801, -0.799, 2.077], [0.553, -2.144, 1.563], [-1.051, -0.960, 3.192], [-0.314, 0.666, 3.275], [-1.114, 0.118, 1.806], [1.140, -0.100, 1.283], [1.565, -0.792, 2.857], [-0.236, -2.095, 0.925], [1.352, -2.469, 1.030], [-1.394, 0.317, -2.005], [-0.096, 0.945, -2.487], [0.991, 1.012, -1.413], [0.551, 2.075, 0.032], [-1.311, -0.756, -1.788], [-2.156, 0.395, -2.797], [-1.802, 0.821, -1.133], [0.230, 0.518, -3.444], [-0.357, 1.990, -2.697], [1.886, 1.467, -1.841], [1.244, -0.008, -1.077]],
  "atomic_forces_ev_per_a": [[-0.3, -0.5, -0.3], [0.0, 1.1, -0.3], [0.0, -0.4, 0.2], [0.2, 0.0, 0.2], [0.1, 0.0, -0.1], [0.1, 0.2, 0.0], [-0.1, -0.2, 0.5], [0.1, -0.4, 0.0], [0.2, 0.0, 0.0], [-0.1, 0.1, -0.1], [-0.5, -0.5, -0.6], [-0.4, 0.8, 0.5], [0.0, 0.2, 0.2], [-0.1, -0.1, -0.4], [0.2, 0.1, 0.1], [0.1, 0.0, 0.1], [0.3, 0.1, 0.2], [0.2, -0.3, 0.2], [0.2, 0.0, -0.2], [0.1, -0.3, -0.2], [0.0, 0.1, -0.1]],
  "nbo_charge": [-0.62, -0.24, -0.86, 0.18, 0.21, 0.22, 0.23, 0.16, 0.35, 0.35, -0.61, -0.42, -0.51, -0.73, 0.18, 0.18, 0.23, 0.17, 0.20, 0.18, 0.16]
}

=====

{
  "formula": "C5H14NS",
  "method": "ωB97M-V/def2-TZVPD",
  "spin_multiplicity": 2,
  "molar_mass_g_mol": 120.24,
  "relative_energy_kcal_mol": 4.3,
  "lumo_energy_ev": [0.95, -1.98],
  "energy_ha": -651.7833,
  "symbols": ["C", "C", "S", "H", "H", "H", "H", "H", "C", "C", "C", "N", "H", "H", "H", "H", "H", "H", "H", "H", "H"],
  "coordinates": [[-0.812, 2.186, -2.732], [-0.238, 2.342, -1.321], [-0.733, 0.869, -0.326], [-1.900, 2.141, -2.715], [-0.404, 1.315, -3.237], [-0.545, 3.084, -3.302], [-0.607, 3.247, -0.847], [0.851, 2.306, -1.370], [-0.070, -1.855, 1.332], [1.348, -1.321, 1.169], [1.942, -1.683, -0.201], [-0.727, -1.290, 2.528], [-0.086, -2.935, 1.493], [-0.660, -1.611, 0.449], [2.015, -1.710, 1.943], [1.381, -0.233, 1.214], [1.405, -1.199, -1.020], [1.979, -2.755, -0.402], [2.982, -1.353, -0.296], [-1.428, -1.911, 2.904], [-1.157, -0.405, 2.298]],
  "atomic_forces_ev_per_a": [[0.2, 0.7, 0.1], [-0.7, -1.2, 0.0], [0.2, 0.9, -0.4], [0.0, -0.2, 0.0], [-0.1, -0.1, 0.0], [0.0, -0.2, -0.1], [0.2, 0.1, 0.1], [0.0, 0.2, 0.2], [-0.4, 0.3, 0.9], [0.5, -0.5, -0.9], [0.4, 0.0, -0.2], [0.5, 0.1, -0.1], [0.3, 0.0, -0.4], [0.1, -0.3, -0.3], [-0.2, 0.1, 0.2], [-0.3, 0.1, 0.4], [-0.2, -0.1, 0.1], [-0.3, -0.1, 0.1], [-0.1, 0.1, 0.2], [-0.1, 0.0, -0.1], [-0.1, 0.0, 0.1]],
  "mulliken_spin": [0.02, -0.05, 0.99, 0.00, 0.00, 0.00, -0.01, 0.03, 0.00, 0.03, 0.00, 0.00, 0.00, 0.00, 0.00, -0.01, 0.00, 0.00, 0.00, 0.00, 0.00]
}

=====

{
  "formula": "C5H14NS",
  "method": "ωB97M-V/def2-TZVPD",
  "spin_multiplicity": 1,
  "molar_mass_g_mol": 120.24,
  "relative_energy_kcal_mol": 31.2,
  "total_charge": 1,
  "lumo_energy_ev": -3.58,
  "energy_ha": -651.5628,
  "symbols": ["C", "S", "C", "H", "H", "H", "H", "H", "H", "C", "C", "C", "N", "H", "H", "H", "H", "H", "H", "H", "H"],
  "coordinates": [[0.834, 1.420, 1.477], [2.532, 2.026, 1.628], [3.086, 1.615, -0.044], [0.849, 0.333, 1.343], [0.388, 1.951, 0.631], [0.286, 1.648, 2.395], [4.111, 1.956, -0.131], [3.032, 0.543, -0.212], [2.487, 2.157, -0.773], [-1.965, -2.453, -0.260], [-1.335, -1.172, -0.709], [-0.455, -0.959, -1.659], [-1.758, 0.028, 0.087], [-1.685, -3.242, -0.955], [-1.613, -2.726, 0.734], [-3.053, -2.383, -0.249], [-0.052, 0.032, -1.847], [-0.098, -1.758, -2.292], [-2.214, -0.232, 0.962], [-2.426, 0.590, -0.446], [-0.951, 0.628, 0.319]],
  "atomic_forces_ev_per_a": [[0.3, 0.0, 0.2], [-0.1, -0.1, 0.0], [-0.2, 0.2, 0.3], [-0.1, 0.0, -0.1], [-0.2, 0.0, -0.1], [0.1, 0.1, -0.1], [0.1, -0.1, 0.0], [0.1, -0.1, -0.1], [0.0, 0.0, -0.1], [0.1, 0.2, -0.3], [-0.1, -0.3, 0.3], [0.2, 0.3, -0.2], [-0.1, 0.2, -0.1], [0.0, 0.0, 0.1], [0.0, 0.0, 0.1], [-0.1, 0.0, 0.0], [0.0, -0.1, 0.0], [-0.1, -0.1, 0.1], [0.0, -0.1, 0.0], [0.0, 0.0, 0.0], [-0.1, -0.1, 0.0]],
  "nbo_charge": [-0.80, 0.25, -0.75, 0.20, 0.19, 0.25, 0.25, 0.21, 0.21, -0.67, 0.14, -0.35, -0.71, 0.27, 0.24, 0.24, 0.22, 0.25, 0.45, 0.45, 0.46]
}